[1]
This record from the Open Molecules 2025 dataset describes a 9-piece molecular cluster, C21H23Cl32N4O3 overall. The level of theory is the ωB97M-V functional and the def2-TZVPD basis.

Computed properties:
Energy relative to the best compared isomer or geometry (same formula, charge and spin) (eV): 0.000
Orbital gap (eV): 8.87
HOMO (eV): -12.276
Net charge: +1
Lowest unoccupied orbital energy (eV): -3.405
Total energy (a.u.): -15984.5098

Cartesian coordinates (Å):
C 5.478 -2.994 1.637
C 4.223 -3.327 0.803
C 3.863 -2.273 -0.271
C 2.612 -1.440 0.055
C 1.321 -1.937 -0.633
C 0.350 -2.618 0.335
C -0.405 -1.631 1.206
C -1.648 -1.040 0.539
N -2.624 -2.136 0.723
C -2.239 -2.847 1.783
N -2.857 -3.889 2.278
C -4.127 -4.467 1.823
C -4.179 -4.834 0.343
C -3.229 -5.975 0.048
O -3.510 -7.104 0.238
O -1.972 -5.595 -0.348
N -1.039 -2.402 2.316
N -1.155 -1.711 3.573
C -0.863 -2.432 4.539
O -0.656 -3.086 5.476
H 5.230 -2.738 2.666
H 6.040 -2.178 1.183
H 6.140 -3.858 1.670
H 4.390 -4.282 0.305
H 3.367 -3.469 1.468
H 3.741 -2.778 -1.231
H 4.708 -1.594 -0.388
H 2.467 -1.441 1.140
H 2.783 -0.403 -0.236
H 0.825 -1.133 -1.182
H 1.602 -2.687 -1.375
H 0.923 -3.264 1.005
H -0.339 -3.280 -0.197
H 0.200 -0.823 1.611
H -2.015 -0.189 1.119
H -1.519 -0.727 -0.492
H -3.605 -1.975 0.556
H -2.413 -4.321 3.073
H -4.966 -3.831 2.110
H -4.238 -5.393 2.386
H -5.190 -5.191 0.147
H -3.998 -3.998 -0.331
H -1.984 -5.244 -1.247
C -1.629 2.213 -2.156
Cl -2.197 3.694 -1.409
Cl -0.176 1.636 -1.310
Cl -2.898 0.972 -2.046
Cl -1.228 2.492 -3.849
C 9.271 -5.869 1.277
Cl 8.055 -5.511 0.042
Cl 10.815 -5.160 0.802
Cl 8.762 -5.175 2.819
Cl 9.445 -7.615 1.443
C -5.870 5.867 0.425
Cl -6.330 4.173 0.211
Cl -6.527 6.466 1.945
Cl -4.114 5.995 0.437
Cl -6.550 6.843 -0.899
C -2.685 7.938 -3.572
Cl -1.338 8.235 -2.467
Cl -2.975 9.370 -4.556
Cl -2.309 6.560 -4.616
Cl -4.131 7.540 -2.639
C -5.919 3.693 -4.551
Cl -4.193 3.346 -4.379
Cl -6.852 2.214 -4.269
Cl -6.352 4.904 -3.345
Cl -6.239 4.298 -6.173
C -1.189 5.166 -8.250
Cl -1.296 3.982 -9.551
Cl -1.517 4.362 -6.702
Cl 0.428 5.864 -8.208
Cl -2.382 6.438 -8.499
C -3.428 9.693 2.746
Cl -4.045 8.601 3.992
Cl -3.735 11.362 3.220
Cl -1.689 9.439 2.557
Cl -4.235 9.351 1.214
C 11.205 -2.866 6.072
Cl 11.178 -3.788 4.567
Cl 11.296 -3.976 7.441
Cl 12.604 -1.792 6.088
Cl 9.725 -1.906 6.192



[2]
This record from the Open Molecules 2025 dataset describes one molecule with the formula C21H23BrN2O2. The level of theory is the ωB97M-V functional and the def2-TZVPD basis.

Computed properties:
Energy relative to the best compared isomer or geometry (same formula, charge and spin) (eV): 0.000
SMILES: C[C@@H](C(=O)Nc1ccc(Br)cc1C(=O)c1ccccc1)N1CCCCC1
Orbital gap (eV): 8.23
HOMO (eV): -8.497
Net charge: 0
Lowest unoccupied orbital energy (eV): -0.270
Total energy (a.u.): -3648.0754

Cartesian coordinates (Å):
C -4.905 -0.117 0.037
C -3.491 0.455 0.186
C -2.502 -0.672 0.526
O -2.833 -1.703 1.062
N -1.230 -0.321 0.189
C -0.045 -1.022 0.362
C -0.027 -2.336 0.829
C 1.162 -3.029 0.943
C 2.348 -2.419 0.567
Br 3.986 -3.378 0.702
C 2.357 -1.119 0.098
C 1.169 -0.402 0.019
C 1.266 1.009 -0.459
O 1.882 1.291 -1.465
C 0.618 2.052 0.378
C 0.434 3.318 -0.178
C -0.150 4.328 0.562
C -0.545 4.087 1.868
C -0.338 2.841 2.438
C 0.243 1.825 1.703
N -2.978 1.231 -0.933
C -3.540 2.565 -1.052
C -2.703 3.387 -2.030
C -2.648 2.703 -3.391
C -2.141 1.275 -3.216
C -3.028 0.541 -2.214
H -5.626 0.681 -0.121
H -5.164 -0.655 0.943
H -4.952 -0.814 -0.795
H -3.479 1.121 1.061
H -1.182 0.587 -0.270
H -0.957 -2.807 1.102
H 1.165 -4.043 1.311
H 3.279 -0.643 -0.198
H 0.764 3.486 -1.193
H -0.296 5.304 0.123
H -1.003 4.875 2.447
H -0.626 2.662 3.463
H 0.421 0.864 2.160
H -3.521 3.037 -0.065
H -4.585 2.538 -1.402
H -1.692 3.480 -1.631
H -3.131 4.386 -2.120
H -1.994 3.258 -4.065
H -3.648 2.682 -3.832
H -1.113 1.293 -2.848
H -2.153 0.745 -4.169
H -2.676 -0.484 -2.075
H -4.055 0.502 -2.612



[3]
This record from the Open Molecules 2025 dataset describes C3H7N3O2 as an isolated structure. The level of theory is the ωB97M-V functional and the def2-TZVPD basis.

Computed properties:
Energy relative to the best compared isomer or geometry (same formula, charge and spin) (eV): 16.483
Orbital gap (eV): 7.29
HOMO (eV): -8.708
Net charge: 0
Lowest unoccupied orbital energy (eV): -1.422
Total energy (a.u.): -432.7170

Cartesian coordinates (Å):
C 1.888 -0.704 -0.284
C -0.236 -1.289 0.469
C -2.873 0.782 0.019
H 3.004 1.199 -0.675
H 1.605 2.339 -0.421
H 2.824 -1.086 -0.831
H -0.156 -0.688 1.403
H -1.015 -2.082 0.800
H -4.407 -0.059 -0.250
H -3.078 1.779 0.158
N 2.175 1.522 0.074
N 1.535 0.344 0.336
N -0.995 0.620 -0.212
O 0.977 -1.812 -0.150
O -1.247 -0.864 -0.438



Which of these has the lowest lowest unoccupied orbital energy?
C21H23Cl32N4O3



Which of these has the highest HOMO?
C21H23BrN2O2



Among the records above, which one has the lowest total energy?
C21H23Cl32N4O3



total energy of number 2 (C21H23BrN2O2)?
-3648.0754 a.u.